Record 1
Density functional theory data (the ωB97M-V functional and the def2-TZVPD basis) for C20H18N2O7S2 in the gas phase in a non-equilibrium geometry.

Each line ends with the Löwdin charge.
Element x y z (Å)
C -5.74542 -2.52575 -0.29537  -0.413
O -6.62304 -1.94467 -1.15849  0.124
H -3.36076 -3.92961 0.11659  0.086
H -2.27746 -2.58742 0.28620  0.082
C 3.04639 0.63821 -3.93834  -0.034
H 3.58356 1.11578 -4.75543  0.119
O 5.93613 -1.65901 -2.89070  -0.342
C -2.96566 -0.05002 -0.16433  -0.229
H -2.89543 0.65879 1.87685  0.120
C -1.09603 1.15965 0.81259  -0.105
C -3.30429 -2.91240 0.45849  -0.006
C -0.43844 1.15254 -0.43084  0.065
O -0.35700 0.18178 -2.71404  0.031
C -0.38487 1.72178 1.98101  -0.417
H -3.57951 -2.81183 1.49041  0.088
C 3.75856 -0.07595 -2.98886  -0.299
C -0.31948 1.83282 4.41065  -0.633
N -0.72915 1.23559 5.48461  0.031
H -1.56470 0.75106 3.32987  0.130
H -2.68764 -0.57527 -2.26514  0.127
O 0.57008 2.43055 1.80157  0.070
C -0.04044 1.64846 6.62885  -0.230
H -7.47103 -2.34509 -0.92201  0.127
C -4.27790 -2.04308 -0.36727  -0.267
H 6.00715 1.80563 -2.14213  0.082
C 1.01488 0.07541 -2.74124  -0.265
O -4.18681 -0.67783 0.07776  -0.013
H 1.06755 1.30615 -4.52692  0.130
C 0.91116 2.59742 6.38760  -0.400
C -0.99895 0.44184 -1.51225  -0.207
H 0.55498 1.56057 -0.50577  0.126
S 0.97547 2.97854 4.67753  1.046
H 1.20375 -1.26802 -1.03404  0.136
O -6.06387 -3.31331 0.59053  0.103
H 3.72512 -1.47219 -1.31392  0.122
H 7.25649 0.56203 -1.74562  0.078
H -0.21171 1.13052 7.57691  0.105
H 1.57921 3.01397 7.14233  0.065
C 3.12378 -0.84671 -1.98209  -0.023
C -2.39491 0.62562 0.92333  0.062
O 6.09469 0.16332 -4.46487  -0.336
H 5.66363 0.51425 -0.96820  0.043
S 5.53280 -0.27703 -3.17872  0.672
C -2.29301 -0.08404 -1.39811  0.085
N -0.89231 1.48322 3.24865  0.115
C 6.18429 0.75172 -1.85535  -0.135
C 1.72149 -0.72551 -1.84345  0.014
C 1.64520 0.75557 -3.77844  0.029
H -3.99657 -2.16807 -1.42043  0.141

Forces on the atoms, in the same order (eV/Å):
0.040 -0.154 2.461
1.102 -0.725 0.680
-0.177 -0.556 0.102
-0.102 0.213 0.076
-0.842 0.283 0.578
-0.204 -0.048 0.138
-1.284 1.212 0.573
0.007 0.221 0.090
-0.353 -0.145 -0.048
-1.424 -0.650 -1.088
-0.687 0.703 -0.822
-0.060 -0.980 -0.238
-0.365 0.379 0.635
-0.341 0.692 0.305
0.044 -0.227 0.571
0.094 -1.204 -0.087
1.228 0.415 2.518
0.052 -0.143 1.101
-0.374 -0.329 0.298
-0.277 -0.290 -0.172
1.024 0.553 0.325
0.308 0.126 -1.299
-0.275 0.060 -0.089
0.655 -0.448 -0.590
0.100 -0.511 0.213
0.199 0.416 -0.241
0.238 0.159 -0.737
0.083 -0.181 0.485
-0.385 -0.469 0.114
-0.375 0.155 1.004
0.155 0.095 0.061
-0.314 -0.287 0.371
0.260 0.351 -0.603
-0.033 1.100 -1.991
-0.346 0.208 -0.306
-0.270 -0.113 -0.225
-0.101 0.418 -0.428
-0.145 0.033 -0.571
-0.687 1.055 -0.288
0.962 -0.341 -0.430
-1.733 0.615 1.457
-0.553 -0.271 1.026
2.872 -1.654 -1.082
0.269 -0.048 0.717
-0.286 -0.234 -2.785
0.214 0.833 -1.484
1.035 -0.476 0.342
1.049 -0.286 -0.581
0.003 0.473 -0.054

The multiplicity is 1. Its total charge is 0. Its LUMO energy is -0.31 eV. The value obtained for the HOMO-LUMO gap is 8.526 eV.

Record 2
Density functional theory data (the ωB97M-V functional and the def2-TZVPD basis) for C20H18N2OS in the gas phase in a non-equilibrium geometry.

Each line ends with the Löwdin charge.
Element x y z (Å)
C 1.28556 0.10746 1.61754  -0.296
C 3.31824 0.64556 2.99522  -0.126
H -3.86573 2.10571 2.11383  0.097
C 0.97970 0.04602 -2.11175  -0.021
C 1.86033 -1.03180 0.79396  -0.031
H 1.22449 -3.31679 -1.92489  0.114
C 0.95215 -1.22595 -1.55403  -0.213
H -3.34770 3.15062 0.75951  0.095
N -0.38390 -0.46401 0.37883  -0.059
H -3.67579 -2.14626 -2.24844  0.100
H -2.41555 3.12681 2.27809  0.092
H -5.27363 -0.38872 -1.54030  0.099
C 2.72211 2.39474 4.36846  -0.419
H 1.76543 -3.01597 -4.30573  0.102
H 2.71119 -0.69602 0.19791  0.127
C 1.27903 0.21378 -3.45134  -0.071
C -4.26750 -0.40684 -1.15046  -0.101
H 0.75934 0.90562 -1.49541  0.124
C -2.58090 0.57891 0.27310  -0.202
C 1.54454 -2.15479 -3.69233  -0.082
C -1.66729 -0.42964 -0.12192  -0.122
H 4.69911 1.55032 4.43956  0.099
S 1.26927 2.12550 3.48541  1.045
N 0.05657 0.35310 1.32718  0.154
O -2.12552 1.51642 1.14686  -0.108
H 2.18590 -1.85531 1.43041  0.124
C 0.65348 -1.40467 -0.08744  -0.198
C 1.56157 -0.88545 -4.24443  -0.090
C 3.71580 1.54140 4.00368  -0.196
H 2.75383 3.17109 5.10673  0.057
H -4.57199 1.32681 0.04476  0.100
H 1.29170 1.20605 -3.87743  0.104
H -1.41191 -2.16508 -1.35541  0.099
C -3.86548 0.56650 -0.24779  -0.031
H 1.79406 -0.75356 -5.29072  0.100
H 3.96234 -0.10558 2.57407  0.107
C -3.37799 -1.38493 -1.54389  -0.098
C -3.00013 2.52166 1.58682  -0.085
C 2.01482 0.82822 2.60045  -0.479
H 0.32284 -2.43201 0.10789  0.150
C -2.09248 -1.39488 -1.03299  -0.018
C 1.24007 -2.32403 -2.35356  -0.044

Forces on the atoms, in the same order (eV/Å):
-0.668 -0.801 -1.019
-0.572 -0.142 -0.381
0.021 0.016 -0.035
0.006 -0.062 0.056
-0.138 0.211 0.272
-0.032 -0.105 0.050
0.030 -0.113 -0.141
-0.005 -0.029 0.037
0.438 -0.802 -0.624
-0.019 -0.068 -0.061
-0.080 0.008 -0.029
-0.085 0.004 -0.035
-0.244 -0.065 -0.173
0.014 -0.064 -0.057
-0.012 -0.074 0.009
0.027 0.072 -0.006
-0.009 -0.142 -0.117
-0.072 0.097 0.085
-0.054 -0.009 -0.062
0.048 -0.045 -0.106
-0.471 0.221 0.092
0.143 0.033 0.092
0.517 -0.298 -0.047
1.066 0.594 1.148
-0.214 -0.103 -0.214
0.031 -0.012 -0.020
-0.080 -0.019 -0.063
0.026 -0.035 -0.109
0.005 0.332 0.312
0.052 0.155 0.166
-0.015 0.095 0.067
-0.002 0.081 -0.037
0.084 -0.056 -0.007
0.079 0.130 0.137
0.012 0.010 -0.084
0.086 -0.158 -0.111
-0.206 0.072 -0.019
-0.192 0.134 0.011
0.328 0.710 0.794
0.054 0.071 -0.080
0.122 0.070 0.172
-0.017 0.086 0.136

The multiplicity is 1. Its total charge is 0. Its LUMO energy is 0.60 eV. The value obtained for the HOMO-LUMO gap is 7.438 eV.

Record 3
Density functional theory data (the ωB97M-V functional and the def2-TZVPD basis) for C20H18N3NiO8P as an isolated structure.

Each line ends with the Löwdin charge.
Element x y z (Å)
C -1.31425 4.86519 -1.20022  0.014
C -2.09668 -0.35112 1.99244  -0.215
H -2.36510 5.07704 -1.32975  0.120
H -2.55173 -0.23700 -1.82223  0.061
C 4.58436 -0.96111 -0.22890  0.036
C 1.78194 -2.55189 1.51399  -0.515
Ni 0.43799 -0.73146 -0.00503  0.442
O -0.07989 8.17615 -1.42153  0.081
C 1.07797 1.94479 -0.67783  -0.543
C -0.84048 3.57456 -1.03571  0.003
O 2.05375 -3.33333 2.41271  0.090
C -1.81169 -3.35652 -0.91001  -0.093
H 3.32683 0.25753 -1.41406  0.152
C 1.41104 4.40405 -0.87344  0.008
H -3.44845 -6.25460 -0.31545  0.107
C 5.22267 -2.59216 1.60903  -0.497
N -0.90144 7.28522 -1.37633  -0.352
C 0.51895 3.33678 -0.87010  -0.109
C -2.75900 0.05097 -0.79234  -0.207
H -2.54320 1.10830 -0.67551  0.018
H 3.74029 -3.43223 2.53285  0.068
C -0.40273 5.90228 -1.19910  -0.140
C 0.95405 5.70031 -1.04058  0.017
H 1.62543 6.54590 -1.04810  0.122
H -3.15827 -0.43929 2.22156  0.050
H -1.52205 2.74034 -1.04470  0.086
H -4.27023 -4.93573 1.60374  0.107
O 0.59403 -2.22733 1.12858  -0.099
P -1.69716 -0.89978 0.31859  0.917
N 2.37764 -1.05209 -0.19837  0.046
H -1.86501 -5.24164 -1.92339  0.107
O -2.10136 7.43990 -1.47281  0.078
H -3.80798 -0.14353 -0.56805  0.061
C 2.84124 -1.86706 0.73775  -0.117
O 6.40437 -2.43657 1.44066  0.109
N 3.45119 -0.51192 -0.77558  0.054
H -1.80171 0.69485 2.08250  0.056
O 2.28083 1.81502 -0.51724  0.036
C -2.23613 -4.66270 -1.08819  -0.071
O 4.73222 -3.40659 2.53341  0.133
C -3.16705 -3.17939 1.06953  -0.075
O 0.19665 0.99198 -0.72942  -0.141
C 4.23991 -1.85877 0.76370  -0.033
H -1.10120 -2.92135 -1.60362  0.104
H -1.51147 -0.94639 2.69299  0.060
H -3.52851 -2.61986 1.92204  0.096
H 5.55654 -0.63411 -0.55544  0.148
H 2.46332 4.19928 -0.73844  0.121
C -2.27999 -2.60330 0.16655  -0.354
C -3.58631 -4.49101 0.89294  -0.072
C -3.12414 -5.23063 -0.18409  -0.074

Forces on the atoms, in the same order (eV/Å):
-0.073 -0.044 -0.001
-0.027 0.044 0.020
0.006 -0.008 0.000
0.005 0.009 0.000
-0.021 -0.013 -0.067
-0.134 -0.123 0.044
0.823 -0.011 0.133
0.007 0.026 0.023
-0.321 -0.059 -0.226
0.059 0.006 -0.020
0.000 -0.054 0.021
-0.052 0.010 0.037
-0.084 0.145 0.119
-0.017 0.024 0.017
0.001 0.003 -0.001
-0.039 -0.027 0.006
0.033 -0.109 -0.044
-0.021 0.039 0.010
-0.099 -0.016 -0.002
-0.011 0.016 0.008
-0.034 0.010 0.033
-0.046 0.104 0.001
0.091 -0.001 0.008
0.001 -0.010 0.002
-0.005 0.006 -0.018
-0.015 -0.005 -0.014
0.002 0.001 -0.001
-0.357 -0.035 0.028
-0.214 -0.080 0.083
0.265 0.430 0.038
0.000 0.002 0.000
-0.020 0.016 0.014
-0.001 0.003 0.002
-0.020 -0.085 -0.133
0.024 0.002 0.020
0.129 -0.185 -0.102
0.009 -0.008 0.018
0.124 -0.001 -0.017
0.002 0.028 0.010
0.052 0.023 -0.056
0.011 -0.011 -0.022
-0.091 0.058 0.004
0.008 -0.082 0.065
0.022 -0.004 -0.007
-0.017 0.007 0.020
0.001 -0.002 0.002
-0.004 -0.006 -0.011
0.002 0.005 -0.004
0.040 -0.054 -0.039
-0.002 0.024 0.011
0.008 -0.006 -0.012

The multiplicity is 1. Its total charge is 0. Its LUMO energy (alpha / beta) is -0.75 / -0.75 eV. The value obtained for the HOMO-LUMO gap (alpha / beta) is 9.345 / 9.197 eV.

Results for energy: -60014.2753, -36893.7523, -92214.5908 (in eV, following the order of the records).
Results for relative energy (zero: lowest compared OMol25 entry of this formula, charge and spin): 0.00, 225.30, 14.56 (in kJ/mol, following the order of the records).